(A)
{
  "formula": "C44H66O22",
  "method": "ωB97M-V with the def2-TZVPD basis set",
  "elements": ["O", "C", "O", "C", "C", "C", "H", "H", "H", "H", "H", "H", "O", "C", "O", "C", "C", "C", "H", "H", "H", "H", "H", "H", "O", "C", "O", "C", "C", "C", "H", "H", "H", "H", "H", "H", "O", "C", "O", "C", "C", "C", "H", "H", "H", "H", "H", "H", "O", "C", "O", "C", "C", "C", "H", "H", "H", "H", "H", "H", "O", "C", "O", "C", "C", "C", "H", "H", "H", "H", "H", "H", "O", "C", "O", "C", "C", "C", "H", "H", "H", "H", "H", "H", "O", "C", "O", "C", "C", "C", "H", "H", "H", "H", "H", "H", "O", "C", "O", "C", "C", "C", "H", "H", "H", "H", "H", "H", "O", "C", "O", "C", "C", "C", "H", "H", "H", "H", "H", "H", "O", "C", "O", "C", "C", "C", "H", "H", "H", "H", "H", "H"],
  "positions_angstrom": [[12.1637, -13.2447, 0.5550], [11.7654, -12.5419, -0.3278], [10.9521, -11.4911, -0.0975], [10.6910, -10.7391, -1.2876], [11.4923, -11.4047, -2.4283], [12.1504, -12.6347, -1.8000], [10.9112, -9.6746, -1.2347], [9.6232, -10.8344, -1.4859], [12.2207, -10.7409, -2.8889], [10.7862, -11.6842, -3.2110], [13.2322, -12.5465, -1.8583], [11.7991, -13.5724, -2.2202], [21.2298, -6.7525, -5.6644], [20.5308, -6.8858, -6.6296], [19.3763, -7.5716, -6.5855], [18.7997, -7.6285, -7.9023], [19.9188, -7.3203, -8.8931], [20.8799, -6.4693, -8.0607], [18.0856, -6.7986, -7.9258], [18.2884, -8.5638, -8.1110], [19.5333, -6.7893, -9.7655], [20.3563, -8.2309, -9.3022], [20.7538, -5.3973, -8.1897], [21.9109, -6.7621, -8.2409], [17.8940, -4.2004, -7.3094], [17.6863, -3.0327, -7.4660], [18.5191, -2.2707, -8.2014], [18.0862, -0.9122, -8.3164], [16.6606, -0.9143, -7.7290], [16.5975, -2.1446, -6.8652], [18.0378, -0.6262, -9.3639], [18.8062, -0.2871, -7.7895], [15.9823, -0.9809, -8.5846], [16.3984, 0.0066, -7.2077], [15.6775, -2.7240, -6.8354], [16.8863, -1.8916, -5.8408], [17.0574, -12.4389, -8.2055], [15.9963, -12.3442, -7.6529], [15.7469, -11.4343, -6.7075], [14.3690, -11.4705, -6.2510], [13.8409, -12.8067, -6.7926], [14.7203, -13.1128, -7.9924], [13.8863, -10.6012, -6.6891], [14.3568, -11.3938, -5.1695], [12.7820, -12.8048, -7.0495], [13.9963, -13.5440, -6.0027], [14.4025, -12.6428, -8.9240], [14.9593, -14.1637, -8.1121], [9.9958, -6.1671, -4.0039], [9.6133, -6.4144, -5.1059], [8.3091, -6.6647, -5.3904], [8.1934, -7.1886, -6.7130], [9.3697, -6.6299, -7.4950], [10.4236, -6.4700, -6.3862], [7.2033, -6.9936, -7.1231], [8.2431, -8.2826, -6.6645], [9.2319, -5.6590, -7.9683], [9.7092, -7.3411, -8.2471], [11.0726, -5.6026, -6.4924], [11.1009, -7.3266, -6.3193], [12.3760, -6.2090, -1.8079], [13.2377, -6.3131, -0.9978], [13.8403, -5.2379, -0.4000], [14.7691, -5.6402, 0.5870], [15.0689, -7.1376, 0.3011], [13.8969, -7.6050, -0.5534], [14.4140, -5.6292, 1.6189], [15.7389, -5.1489, 0.5515], [15.1582, -7.7256, 1.2130], [15.9931, -7.2423, -0.2651], [13.1544, -8.1336, 0.0483], [14.1800, -8.1974, -1.4173], [11.9123, -3.7719, -3.0404], [12.5071, -2.7689, -2.8096], [13.8679, -2.7010, -2.9201], [14.3730, -1.4456, -2.4401], [13.1557, -0.5486, -2.1692], [11.9200, -1.4078, -2.4610], [14.9743, -1.0366, -3.2575], [15.0287, -1.5732, -1.5814], [13.1389, 0.3607, -2.7661], [13.1832, -0.2330, -1.1247], [11.4075, -1.0312, -3.3434], [11.1928, -1.5492, -1.6676], [13.3800, -1.9669, -9.4742], [13.0607, -1.9114, -8.3199], [13.2786, -2.9402, -7.4808], [12.9587, -2.6214, -6.1260], [12.7571, -1.0883, -6.0979], [12.4419, -0.7707, -7.5693], [13.7301, -2.9871, -5.4544], [11.9940, -3.0353, -5.8223], [13.6568, -0.5468, -5.8018], [11.9266, -0.7811, -5.4688], [12.8134, 0.1988, -7.8905], [11.3709, -0.7717, -7.7887], [12.6034, -8.4489, -4.3519], [13.4828, -7.8184, -4.8710], [14.3387, -8.4087, -5.7232], [15.3785, -7.4999, -6.1413], [14.7131, -6.1279, -5.9880], [13.8240, -6.3460, -4.7583], [15.5720, -7.7810, -7.1744], [16.2672, -7.6060, -5.5196], [14.0791, -5.9019, -6.8465], [15.4691, -5.3478, -5.8763], [12.9200, -5.7383, -4.6813], [14.2928, -6.1450, -3.7901], [16.6089, -6.5993, -12.3300], [15.8843, -6.0526, -11.5498], [14.7549, -5.4314, -11.9271], [14.0795, -4.8282, -10.8109], [15.1503, -4.7678, -9.7156], [16.1036, -5.8954, -10.0436], [13.2529, -5.4449, -10.4525], [13.7289, -3.8472, -11.1078], [14.6670, -4.7913, -8.7338], [15.6035, -3.7731, -9.6634], [15.9313, -6.8534, -9.5565], [17.1341, -5.5771, -9.8991], [17.8066, -7.6293, -3.5617], [17.5865, -6.4782, -3.3321], [16.7335, -6.1118, -2.3479], [16.6931, -4.7025, -2.1766], [17.2305, -4.1180, -3.4828], [18.1136, -5.2507, -4.0482], [17.3147, -4.4269, -1.3194], [15.7021, -4.3136, -1.9433], [17.7840, -3.1897, -3.3457], [16.4576, -3.9325, -4.2324], [19.1673, -5.0939, -3.8178], [18.0028, -5.4145, -5.1177]],
  "multiplicity": 1,
  "homo_lumo_gap_ev": 9.54,
  "homo_energy_ev": -9.804,
  "charge": 0
}



(B)
{
  "formula": "C44H66O22",
  "method": "ωB97M-V with the def2-TZVPD basis set",
  "elements": ["O", "C", "O", "C", "C", "C", "H", "H", "H", "H", "H", "H", "O", "C", "O", "C", "C", "C", "H", "H", "H", "H", "H", "H", "O", "C", "O", "C", "C", "C", "H", "H", "H", "H", "H", "H", "O", "C", "O", "C", "C", "C", "H", "H", "H", "H", "H", "H", "O", "C", "O", "C", "C", "C", "H", "H", "H", "H", "H", "H", "O", "C", "O", "C", "C", "C", "H", "H", "H", "H", "H", "H", "O", "C", "O", "C", "C", "C", "H", "H", "H", "H", "H", "H", "O", "C", "O", "C", "C", "C", "H", "H", "H", "H", "H", "H", "O", "C", "O", "C", "C", "C", "H", "H", "H", "H", "H", "H", "O", "C", "O", "C", "C", "C", "H", "H", "H", "H", "H", "H", "O", "C", "O", "C", "C", "C", "H", "H", "H", "H", "H", "H"],
  "positions_angstrom": [[-6.6968, -5.1235, 0.9163], [-5.6067, -4.7502, 1.1555], [-5.2720, -4.3544, 2.3189], [-3.9645, -3.8841, 2.3897], [-3.6581, -3.5438, 0.9434], [-4.3726, -4.6628, 0.2550], [-3.2462, -4.5342, 2.8893], [-3.8883, -2.9723, 2.9819], [-2.5966, -3.5122, 0.6979], [-4.0163, -2.5410, 0.7107], [-3.8976, -5.6427, 0.3041], [-4.6644, -4.3639, -0.7518], [2.7013, -2.2474, 0.8952], [3.5278, -1.6793, 0.1634], [4.5075, -0.9372, 0.7292], [5.2431, -0.3584, -0.3012], [4.9251, -1.0625, -1.5473], [3.5636, -1.6535, -1.3654], [6.2976, -0.5236, -0.0803], [5.1127, 0.7227, -0.3488], [5.5363, -1.9209, -1.8261], [4.9890, -0.3812, -2.3957], [3.4717, -2.6757, -1.7324], [2.7333, -1.0322, -1.7014], [6.3221, 2.2407, -2.4922], [5.6840, 3.1998, -3.0167], [6.0938, 3.8281, -4.1878], [5.3072, 4.9834, -4.4096], [3.9832, 4.6878, -3.6979], [4.3680, 3.8199, -2.4530], [5.0553, 5.1261, -5.4605], [5.8300, 5.8599, -4.0268], [3.2336, 4.1279, -4.2572], [3.4443, 5.6137, -3.4969], [3.6275, 3.0724, -2.1683], [4.6036, 4.5645, -1.6927], [1.4770, -0.9899, 4.1154], [2.5897, -1.1214, 4.5720], [2.8496, -1.7031, 5.7413], [4.1773, -1.6773, 6.1894], [4.9755, -1.1578, 4.9599], [3.9174, -0.6361, 3.9856], [4.5591, -2.6650, 6.4481], [4.2424, -1.0331, 7.0663], [5.4836, -2.0541, 4.6040], [5.8637, -0.5537, 5.1448], [4.1521, -0.9885, 2.9812], [3.7989, 0.4474, 3.9740], [5.9489, 0.6447, -6.5628], [4.9039, 0.9755, -6.0025], [4.4917, 0.3047, -5.0165], [3.1048, 0.4797, -4.6020], [2.6068, 1.5458, -5.6096], [3.9055, 2.0663, -6.3206], [2.9946, 0.9431, -3.6216], [2.5625, -0.4633, -4.6711], [2.0318, 2.3432, -5.1389], [2.0102, 0.9788, -6.3244], [4.2168, 3.0455, -5.9567], [3.8489, 2.3508, -7.3713], [2.0586, 1.2181, -1.0261], [1.0494, 0.8980, -0.4410], [-0.0418, 0.3641, -1.0202], [-1.0026, -0.1217, -0.0869], [-0.6203, 0.6618, 1.1307], [0.8747, 0.8430, 1.0671], [-1.0633, -1.2036, 0.0303], [-2.0196, 0.1783, -0.3396], [-0.8752, 0.0245, 1.9774], [-1.1520, 1.6107, 1.2018], [1.3871, 0.0423, 1.6004], [1.1093, 1.8008, 1.5315], [-3.2861, -1.4477, -2.1539], [-4.5034, -1.4930, -2.3923], [-5.3263, -0.8692, -1.6676], [-6.6178, -1.0724, -2.1256], [-6.5487, -2.2565, -3.0550], [-5.1168, -2.3349, -3.4382], [-6.8740, -0.1198, -2.5892], [-7.2697, -1.2087, -1.2628], [-7.1840, -2.0325, -3.9119], [-6.9256, -3.1900, -2.6371], [-4.9242, -1.8642, -4.4023], [-4.7740, -3.3587, -3.5885], [-4.0061, 0.1189, 2.3110], [-3.3095, -0.1616, 3.2917], [-2.4509, -1.2161, 3.3874], [-1.8940, -1.4686, 4.6299], [-2.1228, -0.1250, 5.3321], [-3.2341, 0.6325, 4.5828], [-0.8244, -1.6608, 4.7134], [-2.4205, -2.2320, 5.2028], [-1.2291, 0.4891, 5.4421], [-2.5339, -0.2536, 6.3334], [-3.0418, 1.6768, 4.3367], [-4.1838, 0.5953, 5.1165], [-7.7679, 2.8817, -0.8537], [-6.4968, 2.9554, -0.7639], [-5.7592, 3.9667, -1.2089], [-4.4116, 3.7974, -1.0920], [-4.2134, 2.3180, -0.7883], [-5.5562, 1.9754, -0.0851], [-3.9899, 4.3231, -0.2354], [-3.8659, 4.1340, -1.9735], [-3.4146, 2.1607, -0.0636], [-4.0974, 1.7057, -1.6826], [-5.4563, 2.2310, 0.9698], [-5.9810, 0.9748, -0.1656], [0.7930, -2.4921, -5.1354], [0.3906, -3.1552, -4.1826], [0.8162, -4.4297, -4.0464], [0.4033, -4.9836, -2.7804], [-0.1540, -3.7745, -2.0269], [-0.6285, -2.8080, -3.1590], [1.2943, -5.4861, -2.4041], [-0.3623, -5.7354, -2.9722], [0.6540, -3.2908, -1.4782], [-0.9311, -4.0390, -1.3097], [-0.5796, -1.7465, -2.9162], [-1.6127, -3.0920, -3.5318], [2.8051, 1.7346, 5.9219], [1.9696, 2.4817, 5.4448], [1.3785, 2.1829, 4.2814], [0.4152, 3.1927, 3.9220], [0.8026, 4.3495, 4.8218], [1.3981, 3.7064, 6.0732], [-0.5697, 2.8163, 4.1984], [0.3868, 3.4393, 2.8607], [-0.0737, 4.9736, 4.9966], [1.5496, 5.0065, 4.3764], [0.6137, 3.4133, 6.7709], [2.1541, 4.2769, 6.6128]],
  "multiplicity": 1,
  "homo_lumo_gap_ev": 9.44,
  "homo_energy_ev": -9.549,
  "charge": 0
}



(C)
{
  "formula": "C44H66O22",
  "method": "ωB97M-V with the def2-TZVPD basis set",
  "elements": ["O", "C", "O", "C", "C", "C", "H", "H", "H", "H", "H", "H", "O", "C", "O", "C", "C", "C", "H", "H", "H", "H", "H", "H", "O", "C", "O", "C", "C", "C", "H", "H", "H", "H", "H", "H", "O", "C", "O", "C", "C", "C", "H", "H", "H", "H", "H", "H", "O", "C", "O", "C", "C", "C", "H", "H", "H", "H", "H", "H", "O", "C", "O", "C", "C", "C", "H", "H", "H", "H", "H", "H", "O", "C", "O", "C", "C", "C", "H", "H", "H", "H", "H", "H", "O", "C", "O", "C", "C", "C", "H", "H", "H", "H", "H", "H", "O", "C", "O", "C", "C", "C", "H", "H", "H", "H", "H", "H", "O", "C", "O", "C", "C", "C", "H", "H", "H", "H", "H", "H", "O", "C", "O", "C", "C", "C", "H", "H", "H", "H", "H", "H"],
  "positions_angstrom": [[-3.1758, 1.0847, 5.8432], [-3.1632, 0.1801, 5.0703], [-3.1473, 0.3009, 3.7160], [-3.3566, -0.9557, 3.0348], [-3.1219, -1.9970, 4.1181], [-3.3713, -1.2894, 5.4209], [-2.6887, -1.2082, 2.2139], [-4.3754, -1.0340, 2.6570], [-2.1177, -2.4243, 4.1384], [-3.8122, -2.8452, 4.1457], [-2.7106, -1.6052, 6.2252], [-4.3957, -1.3238, 5.7976], [-0.1969, -3.3440, 4.3515], [-0.0895, -3.7585, 3.2382], [1.0739, -3.7661, 2.5699], [0.9341, -4.3715, 1.2553], [-0.5182, -4.9226, 1.2003], [-1.2299, -4.2939, 2.3753], [1.6593, -5.1729, 1.2309], [0.9674, -3.6466, 0.4506], [-0.3723, -5.9974, 1.3297], [-0.9378, -4.7916, 0.2048], [-1.8052, -4.9624, 3.0131], [-1.8660, -3.4263, 2.1899], [-0.7991, 6.2346, 2.3868], [-0.6603, 5.0954, 2.7307], [-1.0701, 4.0619, 1.9925], [-0.6501, 2.8024, 2.5266], [-0.4137, 3.1165, 3.9795], [-0.0567, 4.5804, 4.0421], [0.2413, 2.4161, 2.0287], [-1.4678, 2.1106, 2.3417], [0.3741, 2.5569, 4.4944], [-1.2750, 2.8174, 4.5825], [0.9742, 4.8843, 4.2156], [-0.5893, 5.0991, 4.8434], [-0.6599, -0.0368, 1.1623], [-0.2924, -0.2410, 0.0275], [0.5565, 0.5401, -0.6093], [0.8356, -0.0024, -1.9317], [-0.3016, -0.9831, -2.1889], [-0.6112, -1.4823, -0.7865], [1.8474, -0.3982, -1.9091], [0.7529, 0.8092, -2.6586], [0.1760, -1.6835, -2.8836], [-1.2029, -0.5692, -2.6390], [-0.0128, -2.3271, -0.4484], [-1.6672, -1.7089, -0.6441], [3.3943, 1.6271, -3.2143], [4.3112, 1.0782, -2.6935], [4.4734, -0.2567, -2.8244], [5.5634, -0.7559, -2.0379], [6.4470, 0.4679, -1.7750], [5.5297, 1.6594, -1.9941], [6.0488, -1.6625, -2.3924], [5.0349, -1.0947, -1.1404], [7.2340, 0.5257, -2.5312], [6.9808, 0.4215, -0.8274], [6.0033, 2.4485, -2.5677], [5.1126, 2.0349, -1.0583], [3.0142, -2.3597, -1.0751], [2.7661, -3.2244, -1.8512], [2.4358, -4.4569, -1.4372], [2.1680, -5.3592, -2.5091], [1.9257, -4.4521, -3.7055], [2.8254, -3.2546, -3.3939], [1.3222, -5.9872, -2.2285], [3.0364, -6.0159, -2.5989], [0.8952, -4.1412, -3.8618], [2.3135, -4.9183, -4.6124], [2.4857, -2.2862, -3.7661], [3.8505, -3.3301, -3.7556], [1.0726, 6.1612, 0.0262], [1.7677, 5.2286, 0.3015], [1.6913, 4.1106, -0.4608], [2.7046, 3.2003, -0.0475], [2.9154, 3.4930, 1.4205], [2.6992, 5.0286, 1.5009], [3.5626, 3.3029, -0.7058], [2.2799, 2.1966, -0.0997], [3.9611, 3.3007, 1.6649], [2.2165, 2.9318, 2.0306], [3.6680, 5.5237, 1.4858], [2.2113, 5.3682, 2.4111], [2.5500, -0.6096, 7.0886], [2.0016, -0.3883, 6.0489], [2.6500, 0.0211, 4.9654], [1.8125, 0.2346, 3.8218], [0.4568, -0.2901, 4.2233], [0.4841, -0.3170, 5.7424], [2.1851, -0.3337, 2.9651], [1.9479, 1.2784, 3.5406], [0.2179, -1.3319, 4.0047], [-0.3697, 0.2908, 3.8122], [-0.0664, -1.2034, 6.0466], [0.1469, 0.5898, 6.2479], [-7.1908, -0.4889, 1.0446], [-6.5357, -0.8978, 0.1360], [-5.1823, -0.8495, 0.1862], [-4.5808, -1.2938, -1.0254], [-5.7052, -1.4381, -2.0727], [-6.9553, -1.4471, -1.1894], [-4.1253, -2.2684, -0.8390], [-3.7995, -0.6065, -1.3461], [-5.5555, -2.3617, -2.6314], [-5.7126, -0.6539, -2.8264], [-7.4669, -2.3897, -0.9766], [-7.7648, -0.8291, -1.5808], [0.6783, 2.9275, -3.6316], [-0.1027, 3.6132, -3.0377], [-0.3949, 4.8550, -3.4777], [-1.2644, 5.5791, -2.5878], [-1.8752, 4.5199, -1.6665], [-1.0696, 3.2389, -1.9050], [-2.0654, 5.9675, -3.2193], [-0.6986, 6.4035, -2.1637], [-2.9410, 4.4309, -1.8582], [-1.7001, 4.8228, -0.6334], [-1.6681, 2.4255, -2.3182], [-0.5726, 2.9637, -0.9798], [1.4823, 0.3113, -5.0680], [0.5677, -0.3520, -5.4365], [0.7564, -1.6234, -5.8933], [-0.5003, -2.3069, -6.1387], [-1.5665, -1.3605, -5.5569], [-0.8798, 0.0009, -5.4722], [-0.4649, -3.2520, -5.6041], [-0.5556, -2.3875, -7.2218], [-1.9157, -1.6299, -4.5556], [-2.5012, -1.3933, -6.1195], [-1.1878, 0.5731, -4.6011], [-1.1350, 0.5807, -6.3608]],
  "multiplicity": 1,
  "homo_lumo_gap_ev": 9.23,
  "homo_energy_ev": -9.586,
  "charge": 0
}



Tell me which of them is the most stable. Sure, it is (A).